# 1
Formula: C3H14N2O2
Source: the Open Molecules 2025 dataset
Level of theory: the ωB97M-V functional and the def2-TZVPD basis

As for the SMILES: CCNCN.O.O. The calculation puts the energy above the lowest of the compared OMol25 structures with the same formula, charge and spin at 163.80 kJ/mol. As for the total charge: 0. The highest occupied orbital energy comes out at -9.18 eV. Its HOMO-LUMO gap is 9.752 eV. The LUMO energy comes out at 0.021 Eh.

Geometry (Å):
1 C 0.060 2.501 0.829
2 C 1.144 1.403 0.359
3 N 0.444 0.115 0.117
4 C 1.360 -1.055 -0.022
5 N 0.837 -2.377 -0.400
6 H 0.562 3.444 1.152
7 H -0.663 2.641 0.089
8 H -0.277 2.194 1.886
9 H 1.983 1.257 1.042
10 H 1.559 1.594 -0.613
11 H -0.234 -0.041 0.827
12 H 2.167 -0.812 -0.801
13 H 1.890 -1.261 0.919
14 H 0.007 -2.231 -1.007
15 H 0.498 -2.739 0.490
16 O -2.505 -4.072 1.571
17 H -2.895 -3.546 0.913
18 H -1.663 -4.401 1.315
19 O -1.481 2.901 -2.950
20 H -1.933 2.090 -3.330
21 H -0.860 2.394 -2.385

Atomic partial charges in e from the Mulliken method, atoms 1 to 2: C -1.0093; C -0.5497

***

# 2
Formula: C3H14N3NiO
Source: the Open Molecules 2025 dataset
Level of theory: the ωB97M-V functional and the def2-TZVPD basis

The expectation value of S² is 2.009. Its spin multiplicity is 3. As for the total charge: -1. The highest occupied orbital energy (alpha / beta) comes out at 0.85 / -3.42 eV. Its HOMO-LUMO gap (alpha / beta) is 2.634 / 6.800 eV. The LUMO energy (alpha / beta) comes out at 0.128 / 0.124 Eh.

Geometry (Å):
1 C 1.081 -0.007 3.457
2 Ni 0.570 -0.422 1.129
3 N 1.811 1.241 0.462
4 H 0.221 -1.562 2.287
5 H 0.135 -0.421 3.023
6 H 0.993 -0.073 4.542
7 H 0.989 1.076 3.220
8 H 2.129 -0.311 3.206
9 H 1.235 2.011 0.093
10 H 2.266 0.818 -0.350
11 H 2.557 1.674 1.012
12 C -1.391 0.895 -3.100
13 N -1.599 -0.356 -2.419
14 C -0.892 -0.700 -1.327
15 N -1.212 -1.880 -0.754
16 O 0.035 -0.009 -0.789
17 H -0.810 1.557 -2.453
18 H -2.349 1.368 -3.330
19 H -0.855 0.762 -4.045
20 H -2.303 -1.007 -2.771
21 H -0.665 -2.208 0.030
22 H -1.948 -2.445 -1.122

Atomic partial charges in e from the Mulliken method, atoms 1 to 2: C -1.1670; Ni 0.5354

***

# 3
Formula: C3H14NO2S2
Source: the Open Molecules 2025 dataset
Level of theory: the ωB97M-V functional and the def2-TZVPD basis

The calculation puts the energy above the lowest of the compared OMol25 structures with the same formula, charge and spin at 97.06 kJ/mol. As for the total charge: +1. The highest occupied orbital energy comes out at -12.38 eV. Its HOMO-LUMO gap is 9.336 eV. The LUMO energy comes out at -0.112 Eh.

Geometry (Å):
1 N 1.509 -0.285 0.740
2 C 0.025 -0.599 0.609
3 C -0.291 -0.709 -0.878
4 C -0.755 0.555 1.258
5 S -0.129 0.752 3.041
6 S 0.883 2.440 3.046
7 H 2.103 -1.088 0.527
8 H 1.784 0.509 0.158
9 H 1.820 -0.050 1.691
10 H -0.081 -1.504 1.199
11 H 0.564 -0.658 -1.548
12 H -0.908 -1.579 -1.105
13 H -0.902 0.163 -1.119
14 H -0.625 1.538 0.804
15 H -1.829 0.375 1.210
16 H 0.077 3.433 2.633
17 H -5.510 -1.671 -3.864
18 H -4.322 -1.921 -2.870
19 O -5.235 -1.682 -2.949
20 H 4.384 0.781 -0.254
21 H 3.872 0.662 -1.612
22 O 3.564 0.536 -0.717

Atomic partial charges in e from the Mulliken method, atoms 1 to 2: N -0.3323; C 0.2093

***

# 4
Formula: C3H14O3
Source: the Open Molecules 2025 dataset
Level of theory: the ωB97M-V functional and the def2-TZVPD basis

The expectation value of S² is 0.751. The calculation puts the energy above the lowest of the compared OMol25 structures with the same formula, charge and spin at 84.13 kJ/mol. Its spin multiplicity is 2. As for the total charge: -1. The highest occupied orbital energy (alpha / beta) comes out at 0.45 / -7.18 eV. Its HOMO-LUMO gap (alpha / beta) is 3.533 / 10.786 eV. The LUMO energy (alpha / beta) comes out at 0.147 / 0.133 Eh.

Geometry (Å):
1 C 0.083 -0.627 -1.585
2 C 1.521 -1.013 -1.188
3 C 2.247 0.287 -0.676
4 H -0.539 -1.557 -1.572
5 H 0.248 -0.342 -2.716
6 H -0.241 0.393 -1.067
7 H 2.043 -1.603 -1.906
8 H 1.639 -1.793 -0.299
9 H 3.135 0.131 -0.091
10 H 2.149 1.141 -1.425
11 H 1.554 0.551 0.143
12 H -0.175 0.509 2.662
13 H -0.696 -0.925 2.511
14 O -0.001 -0.453 2.927
15 H -0.092 2.163 -1.954
16 H -1.072 2.063 -0.649
17 O -1.014 2.534 -1.510
18 H -1.981 -0.107 1.396
19 H -2.019 -1.581 1.088
20 O -2.368 -0.947 1.655

Atomic partial charges in e from the Mulliken method, atoms 1 to 2: C 0.0461; C -0.6289

***

# 5
Formula: C3H14O3
Source: the Open Molecules 2025 dataset
Level of theory: the ωB97M-V functional and the def2-TZVPD basis

As for the SMILES: CCC.O.O.O. The calculation puts the energy above the lowest of the compared OMol25 structures with the same formula, charge and spin at 131.25 kJ/mol. As for the total charge: 0. The highest occupied orbital energy comes out at -10.63 eV. Its HOMO-LUMO gap is 11.100 eV. The LUMO energy comes out at 0.017 Eh.

Geometry (Å):
1 C 1.404 -0.738 -0.918
2 C 1.631 -0.813 0.600
3 C 2.625 0.112 1.217
4 H 2.327 -1.092 -1.430
5 H 0.571 -1.275 -1.390
6 H 1.399 0.371 -1.048
7 H 0.810 -0.425 1.216
8 H 1.936 -1.832 0.912
9 H 2.832 -0.146 2.315
10 H 2.074 1.050 1.214
11 H 3.528 0.262 0.502
12 O -1.706 0.113 1.250
13 H -1.299 0.887 0.988
14 H -2.379 0.348 2.004
15 O -2.174 -1.465 -1.443
16 H -2.078 -0.788 -0.666
17 H -3.140 -1.596 -1.330
18 O -0.972 2.342 -0.594
19 H -1.166 1.856 -1.370
20 H -0.558 3.093 -1.010

Atomic partial charges in e from the Mulliken method, atoms 1 to 2: C -0.9359; C 0.0541

***

# 6
Formula: C3H14O3S
Source: the Open Molecules 2025 dataset
Level of theory: the ωB97M-V functional and the def2-TZVPD basis

As for the SMILES: CCCS.O.O.O. The calculation puts the energy above the lowest of the compared OMol25 structures with the same formula, charge and spin at 85.08 kJ/mol. As for the total charge: 0. The highest occupied orbital energy comes out at -9.32 eV. Its HOMO-LUMO gap is 9.811 eV. The LUMO energy comes out at 0.018 Eh.

Geometry (Å):
1 C -2.713 -0.502 -0.575
2 C -2.067 -0.654 -1.951
3 C -1.054 -1.820 -1.963
4 S 0.393 -1.419 -3.040
5 H -3.126 0.495 -0.383
6 H -1.956 -0.634 0.202
7 H -3.539 -1.182 -0.381
8 H -2.815 -0.843 -2.719
9 H -1.548 0.246 -2.277
10 H -1.455 -2.753 -2.352
11 H -0.683 -2.018 -0.961
12 H 0.267 -2.474 -3.843
13 O 4.946 0.364 3.804
14 H 4.266 0.064 4.407
15 H 4.796 1.264 3.515
16 O 0.854 0.828 -0.226
17 H 0.044 1.119 -0.645
18 H 1.350 0.248 -0.809
19 O 1.222 3.551 3.329
20 H 2.119 3.270 3.165
21 H 0.699 2.852 3.705

Atomic partial charges in e from the Mulliken method, atoms 1 to 2: C -1.2156; C -0.3487

***

# 7
Formula: C3H14O3S
Source: the Open Molecules 2025 dataset
Level of theory: the ωB97M-V functional and the def2-TZVPD basis

As for the SMILES: CCCS.O.O.O. The calculation puts the energy above the lowest of the compared OMol25 structures with the same formula, charge and spin at 74.48 kJ/mol. As for the total charge: 0. The highest occupied orbital energy comes out at -9.35 eV. Its HOMO-LUMO gap is 9.683 eV. The LUMO energy comes out at 0.012 Eh.

Geometry (Å):
1 C 2.352 -2.412 0.697
2 C 1.387 -1.329 0.258
3 C 1.108 -0.357 1.415
4 S 0.290 1.237 0.904
5 H 3.135 -1.998 1.281
6 H 1.848 -3.103 1.379
7 H 2.733 -3.033 -0.099
8 H 0.402 -1.669 -0.070
9 H 1.763 -0.728 -0.575
10 H 0.337 -0.777 2.058
11 H 1.979 -0.108 2.014
12 H -0.893 0.684 1.131
13 O -1.935 -2.004 2.137
14 H -1.971 -1.510 1.315
15 H -2.769 -1.933 2.603
16 O -3.308 4.441 -2.611
17 H -2.955 3.776 -3.214
18 H -2.544 4.730 -2.103
19 O -0.337 2.347 -3.004
20 H -0.775 2.154 -2.175
21 H 0.152 1.592 -3.341

Atomic partial charges in e from the Mulliken method, atoms 1 to 2: C -1.2149; C -0.0336

***

# 8
Formula: C3H14O3S2
Source: the Open Molecules 2025 dataset
Level of theory: the ωB97M-V functional and the def2-TZVPD basis

The expectation value of S² is 1.752. The calculation puts the energy above the lowest of the compared OMol25 structures with the same formula, charge and spin at 536.44 kJ/mol. Its spin multiplicity is 2. As for the total charge: +1. The highest occupied orbital energy (alpha / beta) comes out at -13.96 / -13.56 eV. Its HOMO-LUMO gap (alpha / beta) is 4.125 / 3.934 eV. The LUMO energy (alpha / beta) comes out at -0.361 / -0.354 Eh.

Geometry (Å):
1 C -0.072 0.663 -0.393
2 C 0.573 0.411 -1.744
3 C 1.016 0.526 0.641
4 S 0.583 0.829 2.472
5 S 0.362 -2.853 -0.677
6 H -0.432 1.694 -0.439
7 H -0.903 -0.010 -0.131
8 H -0.129 0.394 -2.531
9 H 1.196 -0.525 -1.766
10 H 1.242 1.262 -1.833
11 H 1.257 -0.564 0.631
12 H 1.931 1.036 0.337
13 H 0.507 -4.138 -0.958
14 H -0.795 -0.925 2.216
15 H -1.075 -2.289 1.743
16 O -1.521 -1.549 2.011
17 H -1.559 -1.771 -1.117
18 H -2.906 -1.633 -2.054
19 O -1.879 -1.245 -1.887
20 H 1.212 4.101 2.208
21 H 0.602 2.835 1.789
22 O 0.789 3.750 1.484

Atomic partial charges in e from the Mulliken method, atoms 1 to 2: C 0.1500; C -1.3455

***

# 9
Formula: C3H14O5
Source: the Open Molecules 2025 dataset
Level of theory: the ωB97M-V functional and the def2-TZVPD basis

The expectation value of S² is 0.754. The calculation puts the energy above the lowest of the compared OMol25 structures with the same formula, charge and spin at 183.42 kJ/mol. Its spin multiplicity is 2. As for the total charge: +1. The highest occupied orbital energy (alpha / beta) comes out at -13.84 / -13.84 eV. Its HOMO-LUMO gap (alpha / beta) is 9.355 / 5.780 eV. The LUMO energy (alpha / beta) comes out at -0.165 / -0.296 Eh.

Geometry (Å):
1 C -1.734 0.756 0.434
2 C -1.438 0.607 -0.988
3 C -1.953 1.512 -1.921
4 O -1.603 1.525 -3.163
5 H -1.903 1.777 0.745
6 H -2.522 0.032 0.699
7 H -0.916 0.420 1.080
8 H -0.684 -0.098 -1.302
9 H -2.658 2.319 -1.733
10 H -1.046 0.768 -3.422
11 H 3.155 1.052 2.099
12 H 4.097 0.816 0.968
13 O 3.198 1.125 1.139
14 H 0.335 0.433 3.344
15 H -0.312 -0.731 2.635
16 O -0.537 0.063 3.136
17 H 0.417 -3.715 1.325
18 H 0.651 -4.166 -0.150
19 O 1.048 -4.108 0.721
20 H 0.957 -0.350 -1.233
21 H 1.706 0.176 0.041
22 O 1.611 -0.567 -0.574

Atomic partial charges in e from the Mulliken method, atoms 1 to 2: C -0.7783; C -0.1672

***

# 10
Formula: C3H14Si3
Source: the Open Molecules 2025 dataset
Level of theory: the ωB97M-V functional and the def2-TZVPD basis

The calculation puts the energy above the lowest of the compared OMol25 structures with the same formula, charge and spin at 222.21 kJ/mol. As for the total charge: 0. The highest occupied orbital energy (alpha / beta) comes out at -7.45 / -7.47 eV. Its HOMO-LUMO gap (alpha / beta) is 6.653 / 6.727 eV. The LUMO energy (alpha / beta) comes out at -0.029 / -0.027 Eh.

Geometry (Å):
1 C -1.596 2.110 2.730
2 C -0.294 -2.151 -0.596
3 C 2.226 -0.946 -1.744
4 Si -0.146 0.941 2.248
5 Si -0.483 0.980 -1.306
6 Si 0.352 -1.017 -2.119
7 H -1.098 2.990 3.164
8 H -1.975 2.441 1.760
9 H -2.248 1.752 3.582
10 H -1.085 -1.544 -0.098
11 H -0.729 -3.093 -0.914
12 H 0.433 -2.470 0.093
13 H 2.684 -0.771 -2.730
14 H 2.619 -0.235 -0.953
15 H 2.561 -1.973 -1.542
16 H 1.095 1.633 2.504
17 H 0.083 -0.380 2.735
18 H -2.083 0.976 -1.221
19 H -0.267 2.198 -2.049
20 H -0.050 -1.441 -3.545

Atomic partial charges in e from the Mulliken method, atoms 1 to 2: C -0.9290; C -1.0556

***

no.,E (eV)
1,-10412.0935
2,-50895.8153
3,-30587.1889
4,-9478.2569
5,-9479.5636
6,-20315.3535
7,-20315.4633
8,-31137.2652
9,-13565.8044
10,-26966.9787